Density functional theory data (ωB97M-V/def2-TZVPD) for C23H20N2O in the gas phase.

Orbital gap = 6.38 eV
Energy relative to the best compared isomer or geometry (same formula, charge and spin) = 5.2456 eV
SMILES = CN(CN=C=C(C(=O)c1ccccc1)c1ccccc1)c1ccccc1
HOMO = -0.2737 Eh

Geometry (Å):
C -0.651 -3.680 -0.930
C -1.407 -2.847 -1.759
C -1.486 -1.482 -1.497
C -0.893 -0.962 -0.319
C -0.997 0.460 -0.039
C -2.105 1.292 -0.562
O -1.930 2.390 -1.093
C -3.481 0.703 -0.359
C -3.752 -0.202 0.685
C -4.993 -0.854 0.725
C -5.989 -0.512 -0.189
C -5.764 0.500 -1.132
C -4.519 1.124 -1.197
C -0.607 1.023 1.168
N 0.428 1.706 1.275
C -0.149 -1.818 0.532
C -0.025 -3.165 0.211
H -0.555 -4.737 -1.169
H -1.959 -3.248 -2.615
H -2.064 -0.806 -2.137
H -2.992 -0.392 1.450
H -5.170 -1.625 1.476
H -6.951 -1.018 -0.167
H -6.539 0.815 -1.824
H -4.317 1.941 -1.896
H 0.252 -1.420 1.475
H 0.553 -3.816 0.883
C 2.593 3.268 -0.086
N 2.494 1.827 -0.052
C 3.520 1.038 0.399
C 3.457 -0.379 0.326
C 4.483 -1.167 0.850
C 5.598 -0.564 1.447
C 5.703 0.833 1.492
C 4.686 1.633 0.959
C 1.119 1.343 -0.133
H 3.596 3.556 -0.419
H 1.853 3.644 -0.789
H 2.394 3.706 0.902
H 2.614 -0.852 -0.169
H 4.402 -2.252 0.769
H 6.392 -1.193 1.868
H 6.586 1.302 1.940
H 4.792 2.716 0.983
H 1.168 0.261 -0.342
H 0.612 1.908 -0.940

Now the Löwdin charges, all in e:
1. C -0.0809
2. C -0.0698
3. C -0.0052
4. C -0.2074
5. C -0.1991
6. C -0.3162
7. O 0.1038
8. C -0.1609
9. C -0.0164
10. C -0.0664
11. C -0.0800
12. C -0.0711
13. C -0.0194
14. C -0.0377
15. N 0.1437
16. C -0.0301
17. C -0.0747
18. H 0.1029
19. H 0.1098
20. H 0.1265
21. H 0.1157
22. H 0.1063
23. H 0.1031
24. H 0.1031
25. H 0.1224
26. H 0.1270
27. H 0.1118
28. C -0.0653
29. N -0.1490
30. C -0.2202
31. C -0.0272
32. C -0.0953
33. C -0.1171
34. C -0.0933
35. C -0.0279
36. C -0.1283
37. H 0.0839
38. H 0.0888
39. H 0.0964
40. H 0.0882
41. H 0.1011
42. H 0.0969
43. H 0.1032
44. H 0.0911
45. H 0.0939
46. H 0.1389

***

Density functional theory data (ωB97M-V/def2-TZVPD) for C4H5LaO6 as an isolated structure.

Orbital gap = 2.52 eV
Net charge = +2
Energy relative to the best compared isomer or geometry (same formula, charge and spin) = 0.0000 eV
HOMO = -0.5468 Eh

Geometry (Å):
C -0.595 1.159 -0.320
C 0.668 0.475 -0.801
O 0.928 -0.594 0.149
O -1.387 0.264 0.441
H -1.165 1.478 -1.202
H -0.315 2.020 0.307
H 1.525 1.157 -0.794
H 0.498 0.006 -1.778
H -0.609 -0.540 0.712
C 2.014 -1.391 -0.045
O 2.879 -1.078 -0.881
O 2.204 -2.258 0.853
La 4.789 -3.148 0.553
O -3.798 1.837 0.434
O -4.053 -0.150 1.482
C -3.582 0.763 0.890

Now the Löwdin charges, all in e:
1. C -0.2138
2. C -0.0918
3. O -0.0034
4. O -0.1277
5. H 0.1424
6. H 0.1367
7. H 0.1446
8. H 0.1497
9. H 0.2133
10. C -0.7326
11. O 0.0131
12. O -0.1028
13. La 2.5526
14. O 0.1709
15. O 0.1696
16. C -0.4208

***

Density functional theory data (ωB97M-V/def2-TZVPD) for C21H26N2O7S2 in the gas phase.

Orbital gap = 8.14 eV
Energy relative to the best compared isomer or geometry (same formula, charge and spin) = 0.1532 eV
SMILES = CC(C)(CO)NS(=O)(=O)c1ccc2c(c1)C(=O)c1cc(S(=O)(=O)NC(C)(C)CO)ccc1-2
HOMO = -0.3441 Eh

Geometry (Å):
C -7.479 -0.637 0.420
H -7.489 0.322 0.930
H -8.082 -0.562 -0.484
H -7.907 -1.400 1.063
C -6.040 -1.014 0.070
N -5.443 -0.048 -0.849
S -4.988 1.469 -0.333
O -5.718 1.927 0.815
O -4.984 2.288 -1.508
C -3.286 1.185 0.155
C -2.825 1.692 1.353
C -1.502 1.498 1.743
C -0.671 0.784 0.902
C -1.154 0.275 -0.320
C -2.462 0.477 -0.709
H -2.848 0.100 -1.642
C -0.062 -0.457 -1.021
O -0.113 -1.022 -2.085
C 1.108 -0.336 -0.106
C 2.386 -0.832 -0.248
C 3.294 -0.565 0.767
C 2.947 0.159 1.890
C 1.655 0.659 2.036
C 0.738 0.408 1.034
H 1.386 1.227 2.913
H 3.697 0.332 2.647
S 4.951 -1.223 0.601
O 5.760 -0.674 1.663
O 4.868 -2.646 0.484
N 5.406 -0.674 -0.893
H 5.779 -1.437 -1.436
C 6.086 0.601 -1.137
C 6.019 0.849 -2.648
H 6.538 1.771 -2.898
H 4.984 0.927 -2.970
H 6.491 0.031 -3.187
C 7.541 0.554 -0.667
H 8.108 -0.150 -1.274
H 7.991 1.540 -0.755
H 7.594 0.239 0.371
C 5.303 1.722 -0.420
O 5.631 1.936 0.921
H 5.730 1.077 1.370
H 5.509 2.671 -0.923
H 4.227 1.505 -0.533
H 2.684 -1.408 -1.109
H -1.143 1.895 2.680
H -3.519 2.234 1.977
H -5.944 0.039 -1.720
C -5.184 -1.089 1.330
H -4.146 -1.286 1.072
H -5.554 -1.899 1.953
H -5.248 -0.154 1.878
C -6.010 -2.379 -0.648
H -6.611 -2.316 -1.567
O -6.525 -3.364 0.215
H -6.500 -4.215 -0.233
H -4.972 -2.605 -0.929

Now the Löwdin charges, all in e:
1. C -0.0210
2. H 0.0736
3. H 0.0896
4. H 0.0880
5. C -0.5741
6. N -0.0748
7. S 0.6574
8. O -0.2890
9. O -0.2775
10. C -0.2672
11. C -0.0286
12. C 0.0231
13. C -0.0959
14. C -0.0678
15. C 0.0314
16. H 0.1322
17. C -0.2758
18. O 0.1443
19. C -0.0671
20. C 0.0329
21. C -0.2645
22. C -0.0247
23. C 0.0277
24. C -0.0934
25. H 0.1196
26. H 0.1198
27. S 0.6792
28. O -0.2901
29. O -0.2666
30. N -0.0757
31. H 0.1194
32. C -0.5657
33. C -0.0303
34. H 0.0903
35. H 0.0893
36. H 0.0848
37. C -0.0199
38. H 0.0881
39. H 0.0957
40. H 0.0727
41. C -0.2232
42. O -0.0577
43. H 0.0308
44. H 0.1318
45. H 0.1205
46. H 0.1339
47. H 0.1183
48. H 0.1186
49. H 0.1185
50. C -0.0248
51. H 0.0895
52. H 0.0925
53. H 0.0748
54. C -0.2177
55. H 0.1267
56. O -0.0481
57. H 0.0977
58. H 0.1288

***

Density functional theory data (ωB97M-V/def2-TZVPD) for C17H18Cl2O3 in the gas phase.

Orbital gap = 8.67 eV
Energy relative to the best compared isomer or geometry (same formula, charge and spin) = 0.1052 eV
SMILES = COc1ccccc1OCCCOc1c(Cl)cc(C)cc1Cl
HOMO = -0.2959 Eh

Geometry (Å):
C -2.213 -2.537 -0.777
H -2.308 -3.499 -1.282
O -3.527 -2.036 -0.696
C -3.786 -0.778 -0.237
C -5.094 -0.356 -0.464
C -5.540 0.885 -0.055
C -4.667 1.736 0.593
C -3.364 1.335 0.832
C -2.900 0.085 0.436
O -1.628 -0.371 0.695
C -0.643 0.519 1.165
C -0.158 1.484 0.078
C 0.885 2.460 0.616
H 1.179 3.166 -0.166
H 0.475 3.025 1.457
O 2.015 1.815 1.181
C 2.719 0.879 0.493
C 3.080 0.881 -0.855
C 3.842 -0.145 -1.399
C 4.299 -1.196 -0.624
C 3.977 -1.203 0.729
C 3.202 -0.195 1.261
Cl 2.798 -0.226 2.937
H 4.320 -2.000 1.369
C 5.137 -2.289 -1.209
H 6.165 -2.200 -0.857
H 5.139 -2.240 -2.294
H 4.763 -3.263 -0.900
H 4.087 -0.100 -2.449
Cl 2.639 2.165 -1.936
H 0.261 0.903 -0.747
H -1.001 2.058 -0.312
H 0.178 -0.133 1.478
H -0.990 1.072 2.046
H -2.707 2.012 1.352
H -4.989 2.712 0.920
H -6.559 1.183 -0.247
H -5.749 -1.043 -0.976
H -1.771 -2.685 0.210
H -1.567 -1.882 -1.367

Now the Löwdin charges, all in e:
1. C -0.0767
2. H 0.0925
3. O -0.0700
4. C -0.1978
5. C -0.0092
6. C -0.0968
7. C -0.0963
8. C -0.0305
9. C -0.1824
10. O -0.0696
11. C -0.1791
12. C -0.1332
13. C -0.2067
14. H 0.0765
15. H 0.1342
16. O -0.0906
17. C -0.3276
18. C -0.5520
19. C -0.0734
20. C -0.2768
21. C -0.0639
22. C -0.5725
23. Cl 0.7409
24. H 0.1157
25. C -0.0454
26. H 0.0862
27. H 0.0766
28. H 0.0824
29. H 0.1080
30. Cl 0.7493
31. H 0.1097
32. H 0.1207
33. H 0.1163
34. H 0.1295
35. H 0.1049
36. H 0.1004
37. H 0.1006
38. H 0.1187
39. H 0.0918
40. H 0.0955

***

Density functional theory data (ωB97M-V/def2-TZVPD) for C20H19BrCrN3O5S as an isolated structure.

Orbital gap (alpha / beta) = 7.48 / 7.31 eV
Spin multiplicity = 2
HOMO (alpha / beta) = -0.3004 / -0.2913 Eh

Geometry (Å):
Cr -0.138 -0.129 -0.148
O 1.679 -0.727 1.277
C 2.105 -2.077 1.467
C 2.505 -2.686 0.129
N 1.447 -2.462 -0.834
C 1.900 -1.958 -2.117
C 2.320 -0.472 -2.000
O 3.344 -0.096 -2.543
O 1.507 0.276 -1.326
C 0.431 -3.483 -0.916
C -0.918 -2.851 -1.347
O -1.767 -3.542 -1.873
O -1.011 -1.590 -1.089
H 2.382 -0.252 0.814
H 1.256 -2.596 1.913
H 2.952 -2.107 2.158
H 2.750 -3.748 0.254
H 3.405 -2.171 -0.220
H 1.070 -2.013 -2.825
H 2.743 -2.523 -2.530
H 0.280 -3.934 0.069
H 0.661 -4.289 -1.624
S -1.620 -0.127 4.042
C -2.207 -1.578 3.337
C -1.897 -1.682 2.014
C -1.171 -0.568 1.513
C -0.954 0.353 2.514
C -0.221 1.549 2.215
C -0.048 2.648 3.060
C 0.599 3.769 2.585
C 1.084 3.769 1.278
C 0.908 2.641 0.507
N 0.271 1.552 0.951
H -2.758 -2.274 3.951
H -2.199 -2.520 1.398
H -0.437 2.602 4.068
H 0.728 4.639 3.215
H 1.599 4.626 0.869
H 1.306 2.578 -0.500
Br -3.574 4.184 -3.810
C -2.690 2.887 -2.770
C -2.933 2.804 -1.406
C -2.246 1.858 -0.679
N -1.352 1.023 -1.222
C -1.162 1.086 -2.546
C -1.798 2.003 -3.356
H -3.642 3.460 -0.923
H -2.415 1.745 0.385
H -0.467 0.370 -2.962
H -1.604 2.032 -4.418

Now the Löwdin charges, all in e:
1. Cr 0.8743
2. O -0.0990
3. C -0.1728
4. C -0.1506
5. N -0.1931
6. C -0.0810
7. C -0.6147
8. O 0.0536
9. O -0.1436
10. C -0.0833
11. C -0.6002
12. O 0.0692
13. O -0.1329
14. H 0.1047
15. H 0.1240
16. H 0.1256
17. H 0.1314
18. H 0.1343
19. H 0.1338
20. H 0.1318
21. H 0.1319
22. H 0.1326
23. S 1.0265
24. C -0.4031
25. C -0.1744
26. C -0.2306
27. C -0.5288
28. C -0.2716
29. C -0.0057
30. C -0.0465
31. C -0.0457
32. C -0.0900
33. N -0.0089
34. H 0.0657
35. H 0.1074
36. H 0.1091
37. H 0.1120
38. H 0.1077
39. H 0.1218
40. Br 0.7891
41. C -0.6712
42. C -0.0792
43. C -0.0708
44. N -0.0338
45. C -0.0637
46. C -0.0695
47. H 0.1105
48. H 0.1275
49. H 0.1264
50. H 0.1136

***

Density functional theory data (ωB97M-V/def2-TZVPD) for C12H20CrN2O7P2S2Se2 as an isolated structure.

Orbital gap (alpha / beta) = 7.19 / 8.49 eV
Net charge = +1
Spin multiplicity = 4
Energy relative to the best compared isomer or geometry (same formula, charge and spin) = 4.7278 eV
HOMO (alpha / beta) = -0.4231 / -0.4242 Eh

Geometry (Å):
Cr 0.315 0.592 -0.570
C 3.612 -1.202 0.306
C 3.017 -0.124 1.146
N 1.857 0.490 0.996
C 1.634 1.388 2.029
C 2.633 1.485 2.934
S 3.883 0.403 2.520
C 0.352 2.075 2.047
C -0.121 2.913 2.999
S -1.686 3.428 2.570
C -1.639 2.494 1.145
N -0.512 1.830 0.994
C -2.821 2.497 0.243
H 2.869 -1.646 -0.342
H 4.043 -1.966 0.954
H 4.407 -0.799 -0.321
H 2.686 2.114 3.806
H 0.368 3.246 3.898
H -3.516 3.282 0.538
H -3.343 1.545 0.319
H -2.509 2.650 -0.787
O 3.459 -0.649 -2.810
P 1.909 -0.315 -2.922
O 1.297 -0.800 -4.164
O 1.334 -0.735 -1.545
O 1.873 1.284 -2.761
P 0.951 2.477 -3.478
O -0.114 1.595 -4.290
O 0.039 2.810 -2.134
O -0.725 1.678 -1.696
H 3.815 -0.959 -3.652
H 0.252 0.837 -4.777
C -2.230 -2.465 2.653
Se -0.632 -1.589 1.979
C -0.212 -2.801 0.517
C -1.216 -2.771 -0.618
Se -1.376 -1.050 -1.539
C -3.214 -0.688 -1.054
H -1.996 -3.485 2.945
H -3.038 -2.457 1.924
H -2.541 -1.906 3.532
H -0.135 -3.812 0.918
H 0.776 -2.507 0.164
H -2.220 -3.013 -0.270
H -0.948 -3.493 -1.389
H -3.831 -1.454 -1.519
H -3.478 0.281 -1.465
H -3.331 -0.706 0.027

Now the Löwdin charges, all in e:
1. Cr 0.7268
2. C -0.0608
3. C -0.5747
4. N 0.0014
5. C -0.3343
6. C -0.3011
7. S 1.1571
8. C -0.3291
9. C -0.3025
10. S 1.1589
11. C -0.5778
12. N -0.0033
13. C -0.0514
14. H 0.0504
15. H 0.0923
16. H 0.0950
17. H 0.0916
18. H 0.0908
19. H 0.0862
20. H 0.0690
21. H 0.0835
22. O -0.0836
23. P 0.2260
24. O -0.2447
25. O -0.4779
26. O -0.4044
27. P 0.8768
28. O -0.2410
29. O -0.3510
30. O -0.4528
31. H 0.1031
32. H 0.0539
33. C -0.3804
34. Se 0.9541
35. C -0.5366
36. C -0.4581
37. Se 1.1325
38. C -0.3223
39. H 0.0332
40. H 0.0150
41. H 0.0246
42. H 0.0804
43. H 0.0353
44. H 0.0637
45. H 0.0829
46. H 0.0457
47. H 0.0316
48. H 0.0261

***

| no. | energy (hartree) |
| --- | --- |
| 1 | -1073.04000 |
| 2 | -637.65803 |
| 3 | -2248.38812 |
| 4 | -1804.66553 |
| 5 | -5330.70396 |
| 6 | -8431.86540 |